82
Properties=species:S:1:pos:R:3:forces:R:3:lowdin_charge:R:1 method="wB97M-V/def2-TZVPD" homo_lumo_gap_ha=0.268 charge=-1 lumo_energy_ha=0.0809 multiplicity=1
Pt -0.375 -0.571 0.921 -1.04 -0.32 -0.01 1.192
C 0.675 3.656 2.040 0.01 -0.02 -0.02 -0.073
C -0.749 3.500 1.590 -0.01 0.05 -0.01 -0.238
C -1.411 4.591 1.031 0.02 -0.01 0.05 -0.060
C -2.736 4.510 0.638 0.00 0.02 0.02 -0.095
C -3.436 3.332 0.840 0.01 -0.03 0.04 -0.058
C -2.812 2.222 1.399 0.02 0.07 -0.01 -0.207
C -3.599 0.983 1.707 -0.05 0.04 0.05 -0.034
C -1.452 2.294 1.726 -0.02 -0.23 -0.09 -0.212
N -0.794 1.090 2.112 0.69 0.20 0.22 -0.040
C -0.164 1.054 3.307 -0.13 -0.16 -0.07 -0.481
O -0.212 1.869 4.225 -0.01 0.05 0.02 0.028
C 0.669 -0.204 3.501 -0.20 0.09 -0.06 -0.149
C 1.450 -0.493 4.602 0.03 -0.01 0.04 0.014
C 2.144 -1.700 4.623 -0.05 -0.01 -0.05 -0.037
C 2.033 -2.595 3.563 0.04 0.02 0.08 0.014
C 1.232 -2.249 2.495 -0.06 -0.01 -0.15 -0.155
N 0.596 -1.081 2.505 0.05 0.15 -0.08 -0.041
C 0.951 -3.106 1.275 -0.07 0.09 -0.04 -0.492
O 1.461 -4.221 1.205 -0.01 -0.06 -0.01 0.035
N 0.102 -2.512 0.409 0.56 0.06 -0.09 -0.039
C -0.376 -3.298 -0.680 -0.09 0.01 0.14 -0.199
C -1.248 -4.362 -0.412 -0.07 0.02 0.00 -0.214
C -1.670 -4.682 0.993 0.03 0.01 0.00 -0.040
C -1.751 -5.104 -1.474 0.00 0.03 0.00 -0.056
C -1.408 -4.801 -2.783 0.01 0.00 0.03 -0.094
C -0.547 -3.746 -3.032 0.01 0.04 0.01 -0.056
C -0.019 -2.985 -1.992 0.00 -0.06 -0.06 -0.195
C 0.950 -1.881 -2.287 -0.03 -0.09 0.06 -0.045
H 1.109 4.562 1.614 0.00 -0.03 -0.01 0.073
H 1.287 2.806 1.730 -0.03 -0.02 0.02 0.042
H 0.723 3.705 3.128 -0.01 0.04 0.01 0.077
H -0.862 5.518 0.899 -0.01 -0.01 0.00 0.105
H -3.227 5.368 0.194 0.01 -0.01 -0.01 0.094
H -4.485 3.266 0.573 0.01 0.00 0.00 0.103
H -4.619 1.067 1.329 0.02 -0.01 0.00 0.079
H -3.642 0.821 2.787 -0.01 0.02 -0.01 0.089
H -3.138 0.095 1.289 0.07 -0.17 -0.12 0.036
H 1.491 0.233 5.402 0.02 -0.03 0.02 0.119
H 2.767 -1.946 5.474 0.01 0.00 -0.01 0.105
H 2.542 -3.548 3.530 0.01 0.01 0.04 0.119
H -1.888 -3.769 1.550 0.00 -0.01 -0.02 0.075
H -0.877 -5.212 1.526 0.01 0.01 -0.01 0.078
H -2.565 -5.305 0.988 0.01 -0.01 0.00 0.075
H -2.433 -5.921 -1.266 0.00 0.02 -0.01 0.103
H -1.809 -5.384 -3.603 -0.01 0.01 0.01 0.093
H -0.263 -3.504 -4.051 -0.01 0.00 0.01 0.103
H 1.194 -1.861 -3.350 0.01 -0.02 0.01 0.084
H 1.869 -2.013 -1.714 -0.10 -0.06 0.01 0.066
H 0.547 -0.908 -2.009 -0.03 0.02 0.01 0.034
C 3.651 0.151 -2.410 -0.03 -0.04 -0.05 -0.068
C 3.622 0.394 -0.910 0.02 -0.03 -0.05 -0.551
C 4.184 -0.775 -0.118 0.06 -0.05 -0.01 -0.046
O 2.312 0.588 -0.386 -0.01 0.25 0.04 -0.598
H 4.679 -0.017 -2.739 0.00 0.02 0.02 0.083
H 3.257 1.011 -2.953 0.01 0.01 0.00 0.052
H 3.052 -0.722 -2.673 0.15 0.13 -0.01 0.049
H 4.234 1.281 -0.700 -0.05 0.07 0.02 0.117
H 3.549 -1.657 -0.233 0.02 0.03 -0.03 0.074
H 4.226 -0.526 0.944 -0.02 0.00 -0.01 0.079
H 5.192 -1.021 -0.461 -0.01 0.00 0.03 0.079
Te 1.037 1.928 -1.102 0.34 -0.11 -0.19 1.521
C 2.445 3.494 -1.250 -0.21 0.07 -0.01 -0.884
C 3.355 3.980 -0.353 0.05 0.05 0.07 -0.248
C 4.025 5.149 -0.810 0.00 -0.04 0.06 -0.204
C 3.599 5.550 -2.040 -0.02 -0.02 -0.05 -0.440
S 2.410 4.484 -2.655 0.12 -0.03 -0.03 0.922
H 3.525 3.537 0.619 -0.02 -0.04 -0.03 0.103
H 4.777 5.675 -0.237 0.00 -0.01 -0.02 0.096
H 3.924 6.406 -2.611 -0.01 -0.01 0.03 0.056
F -5.749 -1.117 -3.738 -0.03 0.00 -0.02 0.093
C -4.658 -0.837 -3.005 -0.02 -0.03 -0.01 -0.157
C -3.818 0.202 -3.360 0.04 0.04 0.00 -0.150
F -4.098 0.938 -4.444 -0.01 0.02 -0.04 0.104
C -2.696 0.482 -2.608 -0.04 -0.07 -0.06 -0.138
F -1.911 1.500 -2.991 0.03 0.03 0.01 0.076
C -2.338 -0.258 -1.467 0.17 -0.03 0.11 -0.281
O -1.242 0.063 -0.834 -0.13 0.08 0.15 -0.355
C -3.227 -1.292 -1.132 -0.01 0.09 0.04 -0.150
F -3.025 -2.023 -0.026 0.05 0.00 0.09 0.082
C -4.354 -1.576 -1.881 0.01 0.01 0.00 -0.148
F -5.167 -2.572 -1.505 -0.02 -0.04 0.01 0.108

84
Properties=species:S:1:pos:R:3:forces:R:3:nbo_charge:R:1 method="wB97M-V/def2-TZVPD" homo_lumo_gap_ha="0.121 / 0.148" charge=-2 lumo_energy_ha="0.1310 / 0.1311" multiplicity=1
Na -0.120 0.961 -0.391 0.17 0.40 0.15 0.839
N -4.437 -0.353 1.613 0.10 0.12 -0.01 -0.827
C -3.307 0.077 0.920 -0.19 0.30 0.17 0.281
S -2.374 1.330 1.657 0.02 -0.45 -0.26 -0.490
N -3.186 -0.505 -0.252 0.28 0.13 0.13 -0.487
N -2.000 -0.276 -0.896 -0.53 -0.14 -0.21 -0.247
C -2.099 -0.344 -2.166 -0.05 -0.03 -0.06 0.010
C -0.951 -0.270 -3.070 0.39 0.04 -0.12 0.182
C -1.176 -0.184 -4.446 -0.31 -0.06 0.11 -0.241
C -0.110 -0.137 -5.316 0.26 0.01 -0.06 -0.171
C 1.179 -0.188 -4.798 -0.28 0.01 -0.09 -0.281
C 1.314 -0.264 -3.424 0.18 -0.07 0.33 0.064
N 0.294 -0.301 -2.569 -0.28 0.16 -0.28 -0.457
H -4.822 0.355 2.217 0.03 -0.06 0.00 0.382
H -5.102 -0.822 1.015 -0.02 -0.01 0.02 0.371
H -3.084 -0.454 -2.620 -0.02 -0.15 -0.05 0.166
H -2.196 -0.136 -4.807 0.01 -0.01 -0.02 0.208
H -0.274 -0.058 -6.383 -0.02 0.00 -0.01 0.201
H 2.052 -0.163 -5.434 0.03 -0.01 0.00 0.212
H 2.302 -0.308 -2.976 0.00 0.01 0.02 0.211
I 3.309 0.545 -0.175 -0.09 0.08 0.24 0.092
C 4.123 -1.240 -0.936 -0.16 -0.42 0.00 -0.251
C 5.270 -0.961 -1.699 0.17 -0.12 -0.16 -0.316
C 6.044 -1.992 -2.199 -0.09 0.16 0.07 -0.247
C 5.696 -3.299 -1.909 -0.13 -0.08 0.06 -0.283
C 4.541 -3.612 -1.146 0.14 -0.23 -0.07 -0.059
C 4.266 -4.965 -0.843 0.11 0.18 -0.08 -0.293
C 3.153 -5.324 -0.090 -0.21 0.11 0.10 -0.261
C 2.263 -4.350 0.309 0.08 -0.29 0.05 -0.254
C 2.444 -2.984 0.002 0.00 0.50 -0.33 -0.417
P 1.027 -1.875 0.354 0.43 -0.28 0.46 0.790
C 1.163 -1.647 2.186 -0.06 -0.02 -0.03 -0.235
C 2.305 -2.004 2.899 0.03 -0.08 0.03 -0.236
C 2.434 -1.683 4.246 -0.05 0.03 -0.01 -0.229
C 1.424 -0.992 4.902 0.02 -0.01 -0.02 -0.236
C 0.282 -0.625 4.201 0.01 -0.03 -0.08 -0.208
C 0.157 -0.949 2.858 -0.02 0.05 0.02 -0.256
C -0.398 -3.029 0.206 0.00 0.10 -0.11 -0.335
C -0.815 -3.303 -1.099 -0.02 -0.06 0.00 -0.195
C -1.922 -4.098 -1.343 0.03 0.01 0.04 -0.207
C -2.651 -4.622 -0.281 0.00 0.03 0.00 -0.230
C -2.255 -4.348 1.018 0.05 0.05 -0.02 -0.233
C -1.134 -3.559 1.259 -0.07 -0.07 0.01 -0.156
C 3.652 -2.563 -0.674 -0.10 0.30 0.02 0.038
H 5.555 0.066 -1.880 -0.02 0.01 0.00 0.204
H 6.925 -1.765 -2.790 -0.01 -0.02 0.00 0.190
H 6.305 -4.124 -2.262 -0.01 0.00 0.00 0.183
H 4.961 -5.716 -1.203 0.00 0.01 0.01 0.181
H 2.962 -6.362 0.162 0.02 0.00 -0.01 0.188
H 1.376 -4.653 0.851 0.02 0.04 0.00 0.203
H 3.101 -2.541 2.395 -0.01 0.01 -0.03 0.225
H 3.334 -1.966 4.780 0.00 0.00 0.00 0.196
H 1.532 -0.729 5.949 0.00 0.00 0.00 0.194
H -0.512 -0.063 4.679 0.01 -0.01 0.02 0.214
H -0.731 -0.617 2.330 0.02 -0.02 -0.01 0.251
H -0.269 -2.866 -1.929 0.01 -0.05 0.04 0.220
H -2.233 -4.288 -2.364 0.00 0.00 0.00 0.197
H -3.534 -5.223 -0.468 0.01 -0.01 0.00 0.194
H -2.825 -4.735 1.855 0.00 -0.01 0.00 0.197
H -0.840 -3.353 2.281 0.01 0.02 0.01 0.211
S -3.247 7.864 3.042 0.00 -0.01 0.02 0.697
N -1.691 7.346 2.875 -0.07 -0.05 -0.09 -0.687
C -1.723 6.340 2.008 0.10 -0.02 0.02 0.204
C -0.612 5.539 1.581 0.11 0.09 0.10 -0.186
C 0.662 5.731 2.130 -0.14 0.07 0.02 -0.132
C 1.700 4.923 1.760 0.06 -0.09 -0.08 -0.319
C 1.417 3.884 0.845 -0.03 0.11 0.02 0.061
N 0.250 3.672 0.301 0.05 -0.17 0.11 -0.446
C -0.794 4.502 0.608 -0.21 -0.04 -0.14 0.193
C -2.077 4.290 0.032 0.32 0.01 0.01 0.113
N -2.312 3.434 -1.053 0.12 -0.05 0.07 -0.390
C -3.548 2.994 -1.279 -0.07 0.04 -0.02 0.110
C -4.669 3.485 -0.631 0.01 -0.19 -0.15 -0.329
C -4.498 4.533 0.253 0.07 0.14 0.12 -0.127
C -3.222 4.955 0.578 -0.15 0.06 0.03 -0.060
C -3.033 6.038 1.521 -0.07 -0.11 -0.10 0.116
N -3.986 6.809 2.012 0.08 0.02 0.01 -0.657
H 0.789 6.522 2.860 -0.01 0.00 0.00 0.217
H 2.694 5.037 2.171 0.01 -0.01 -0.01 0.204
H 2.211 3.197 0.561 0.00 -0.02 0.02 0.174
H -3.611 2.260 -2.069 -0.03 0.00 0.00 0.222
H -5.639 3.073 -0.864 0.01 0.00 0.00 0.210
H -5.339 5.026 0.724 0.00 0.00 0.00 0.219
S -1.112 2.997 -2.273 -0.07 0.14 0.03 -0.360

43
Properties=species:S:1:pos:R:3:forces:R:3:nbo_charge:R:1 method="wB97M-V/def2-TZVPD" homo_lumo_gap_ha=0.224 charge=+2 lumo_energy_ha=-0.3002 multiplicity=1
Ta 1.350 0.506 -1.332 -0.11 0.37 -0.56 2.322
Cl 3.392 2.133 -0.336 -0.15 -0.02 -0.14 0.227
C 3.878 0.490 -0.029 0.03 -0.25 -0.03 -0.009
C 2.915 -0.438 -0.419 0.47 -0.39 0.29 -0.584
C 3.239 -1.797 -0.337 0.06 0.19 0.07 0.002
Cl 2.107 -2.912 -0.959 -0.10 -0.16 0.05 0.143
C 4.460 -2.202 0.186 0.01 0.06 0.01 -0.107
Cl 4.838 -3.856 0.300 0.00 -0.04 0.00 0.145
C 5.387 -1.227 0.606 -0.03 0.01 0.00 -0.005
Cl 6.876 -1.708 1.245 0.01 0.00 0.00 0.186
C 5.108 0.149 0.484 -0.06 -0.04 0.02 -0.105
Cl 6.230 1.342 0.937 0.02 0.06 0.01 0.144
N -3.707 1.487 4.904 0.02 -0.01 0.02 -0.710
C -3.071 1.449 3.733 -0.01 0.00 -0.06 0.282
C -1.751 0.926 3.647 0.01 0.00 0.02 -0.254
C -1.097 0.892 2.453 0.03 -0.05 0.04 -0.131
C -1.744 1.382 1.302 0.17 0.07 -0.21 -0.456
C -3.053 1.895 1.360 -0.11 0.08 -0.07 -0.094
C -3.704 1.926 2.557 0.01 0.00 0.01 -0.277
S -0.988 1.332 -0.191 0.19 -0.45 0.67 2.269
O 0.527 1.774 -0.048 -0.28 0.28 -0.18 -0.926
O -1.662 1.975 -1.259 -0.17 0.09 0.07 -0.814
N -0.420 -0.171 -0.630 0.08 0.48 -0.34 -0.971
C -1.233 -1.082 -1.335 -0.24 -0.24 -0.03 0.514
N -2.498 -1.189 -1.008 0.09 0.00 -0.06 -0.444
C -3.182 -2.081 -1.732 0.00 -0.04 -0.06 0.122
C -2.584 -2.829 -2.736 -0.01 0.03 0.04 -0.278
C -1.240 -2.607 -2.984 0.01 -0.02 -0.03 0.112
N -0.549 -1.713 -2.273 0.14 0.07 0.09 -0.466
H -3.270 1.161 5.750 0.00 0.00 0.00 0.417
H -4.637 1.863 4.982 0.00 0.00 -0.01 0.419
H -1.269 0.560 4.543 0.01 0.00 0.00 0.240
H -0.092 0.496 2.394 0.01 -0.01 0.03 0.235
H -3.529 2.260 0.461 -0.02 0.01 0.02 0.258
H -4.709 2.320 2.617 -0.01 0.01 -0.01 0.245
H -4.232 -2.191 -1.494 0.00 -0.01 0.00 0.232
H -3.147 -3.550 -3.310 0.00 0.00 0.00 0.263
H -0.704 -3.138 -3.760 0.00 0.00 0.00 0.232
O 0.361 0.507 -3.597 -0.34 -0.12 -0.19 -0.729
Cl 1.551 1.318 -3.787 0.06 -0.23 0.65 2.496
O 2.601 0.437 -3.152 0.14 -0.11 -0.06 -0.784
O 1.836 1.788 -5.048 0.04 0.09 -0.19 -0.596
O 1.417 2.327 -2.704 0.02 0.30 0.11 -0.766

30
Properties=species:S:1:pos:R:3:forces:R:3:nbo_charge:R:1 method="wB97M-V/def2-TZVPD" homo_lumo_gap_ha=0.394 charge=+1 lumo_energy_ha=-0.1329 multiplicity=1
C -1.304 2.339 -0.012 0.40 -0.53 -0.11 -0.615
C -2.343 1.219 0.017 -0.03 -0.45 -0.33 -0.410
C -2.009 -0.050 0.829 -0.36 0.55 0.64 -0.420
C -0.552 -0.409 1.037 -0.25 0.08 -0.68 -0.253
C 0.878 -1.746 -0.347 0.71 -0.99 -0.22 0.101
N 0.155 -0.723 -0.240 -0.96 0.00 0.41 -0.395
H -1.378 2.873 -0.957 -0.06 0.30 0.16 0.229
H -1.396 3.006 0.833 -0.21 0.32 0.12 0.221
H -0.272 1.972 0.046 -0.13 -0.05 -0.16 0.185
H -3.292 1.605 0.367 -0.15 0.12 0.30 0.229
H -2.600 0.902 -0.993 0.32 0.04 -0.25 0.195
H -2.374 0.086 1.849 0.06 0.11 0.15 0.233
H -2.603 -0.887 0.483 0.08 -0.30 -0.36 0.219
H -0.038 0.427 1.490 0.32 0.05 0.21 0.261
H -0.491 -1.301 1.646 0.25 -0.05 0.22 0.235
H 1.333 -2.046 -1.289 -0.18 0.40 -0.05 0.218
H 1.049 -2.398 0.508 -0.16 0.29 0.06 0.227
H -0.098 -0.188 -1.099 0.32 0.18 0.03 0.474
H 2.846 0.708 -4.083 0.04 0.05 0.00 0.487
H 2.848 1.007 -2.580 0.08 0.10 -0.05 0.478
O 2.274 0.955 -3.350 -0.13 -0.11 0.02 -0.962
H 2.467 0.974 2.841 0.17 0.25 0.11 0.478
H 2.002 2.448 2.653 0.20 -0.10 0.10 0.487
O 1.708 1.533 2.658 -0.38 -0.17 -0.25 -0.959
H 0.004 0.936 -3.302 0.46 -0.07 0.32 0.523
H -1.280 0.157 -3.057 -0.05 -0.01 0.15 0.493
O -0.473 0.449 -2.615 -0.42 -0.01 -0.50 -0.967
H 1.353 -4.120 2.159 -0.20 -0.03 0.07 0.478
H 0.198 -3.992 3.137 -0.11 0.04 -0.03 0.492
O 0.477 -3.722 2.255 0.38 -0.02 -0.05 -0.963

11
Properties=species:S:1:pos:R:3:forces:R:3:nbo_charge:R:1 method="wB97M-V/def2-TZVPD" homo_lumo_gap_ha=0.353 lumo_energy_ha=0.0281 multiplicity=1 smiles="C=NN1CC1"
C -1.070 -0.749 -0.987 0.60 0.93 0.32 -0.139
N -1.186 0.576 -0.832 -0.38 -5.14 -2.12 -0.206
N -0.178 1.105 0.001 -0.46 4.22 -3.92 -0.289
C 0.080 0.403 1.075 -0.07 -6.08 -0.62 -0.217
C 1.169 0.531 0.057 -0.38 -1.42 -0.02 -0.310
H -1.637 -1.528 -1.625 0.25 2.32 0.88 0.219
H -0.248 -1.339 -0.404 -1.46 0.88 -1.46 0.145
H 0.326 0.874 1.873 0.38 2.64 5.89 0.192
H -0.461 -0.596 0.944 1.11 1.32 2.15 0.180
H 2.022 1.238 0.216 -0.96 -1.03 -0.48 0.230
H 1.183 -0.515 -0.318 1.37 1.35 -0.63 0.194

Listing total energy for the structures above in their given order: -85461.5053, -109221.9924, -122480.9447, -15183.2730, -6182.9942 eV.
Listing energy above the lowest of the compared OMol25 structures with the same formula, charge and spin for the structures above in their given order: 0.000, 0.000, 1.342, 0.668, 5.551 eV.